Arrangement a

DFT (the ωB97M-V functional and the def2-TZVPD basis) results for 2 unconnected molecules or ions with the total composition C9H14.

The SMILES is Cc1ccccc1.CC. The calculation puts the LUMO energy at 0.0385 Ha. Its gap between HOMO and LUMO is 10.121 eV.

Each line ends with the Mulliken charge.
Atoms and positions in Å:
C (2.699, -1.389, 1.230)  -1.37
C (1.379, -1.214, 0.517)  0.74
C (0.264, -1.982, 0.822)  -0.38
C (-0.970, -1.756, 0.225)  -0.44
C (-1.101, -0.802, -0.762)  -0.45
C (0.034, -0.093, -1.145)  -0.52
C (1.248, -0.267, -0.495)  -0.43
H (2.522, -1.831, 2.204)  0.37
H (3.200, -0.431, 1.340)  0.35
H (3.318, -2.086, 0.666)  0.29
H (0.341, -2.791, 1.540)  0.34
H (-1.811, -2.325, 0.590)  0.38
H (-2.070, -0.591, -1.197)  0.38
H (-0.022, 0.603, -1.980)  0.41
H (2.035, 0.398, -0.815)  0.34
C (-1.228, 3.007, 0.416)  -0.75
C (-1.963, 2.980, -0.918)  -0.76
H (-1.748, 3.692, 1.083)  0.32
H (-1.179, 2.022, 0.864)  0.21
H (-0.200, 3.373, 0.296)  0.25
H (-1.634, 2.196, -1.600)  0.16
H (-1.808, 3.905, -1.463)  0.32
H (-3.020, 2.808, -0.734)  0.26

---

Arrangement b

DFT (the ωB97M-V functional and the def2-TZVPD basis) results for 2 unconnected molecules or ions with the total composition C9H14.

The SMILES is Cc1ccccc1.CC. The calculation puts the LUMO energy at 0.0388 Ha. Its gap between HOMO and LUMO is 9.815 eV.

Each line ends with the Mulliken charge.
Atoms and positions in Å:
C (-0.337, 1.524, -2.263)  -1.10
C (-0.023, 0.320, -1.322)  0.61
C (-1.049, -0.378, -0.714)  0.00
C (-0.876, -1.620, -0.048)  -0.69
C (0.358, -2.062, 0.110)  -0.41
C (1.477, -1.334, -0.487)  -0.57
C (1.331, -0.127, -1.090)  -0.40
H (0.637, 1.599, -2.968)  0.29
H (-0.681, 2.426, -1.767)  0.28
H (-1.073, 1.135, -3.030)  0.31
H (-2.062, 0.103, -0.647)  0.30
H (-1.652, -2.303, 0.383)  0.28
H (0.596, -2.825, 0.795)  0.44
H (2.464, -1.853, -0.511)  0.29
H (2.205, 0.449, -1.386)  0.38
C (-0.461, 1.875, 1.879)  -0.39
C (-0.137, 0.776, 3.007)  -0.89
H (0.502, 2.327, 1.645)  0.22
H (-0.877, 1.499, 0.884)  -0.13
H (-1.368, 2.441, 2.214)  0.35
H (-0.819, 0.797, 3.891)  0.29
H (0.879, 0.597, 3.347)  0.32
H (-0.450, -0.237, 2.721)  0.21

---

Which structure loses on stability? arrangement b does.

---

Arrangement a

DFT (the ωB97M-V functional and the def2-TZVPD basis) results for 2 unconnected molecules or ions with the total composition C9H14.

The SMILES is Cc1ccccc1.CC. The calculation puts the LUMO energy at 0.0381 Ha. Its gap between HOMO and LUMO is 10.137 eV.

Each line ends with the Mulliken charge.
Atoms and positions in Å:
C (-0.087, -2.265, -0.085)  -1.41
C (0.166, -1.101, -0.997)  0.47
C (1.022, -0.054, -0.665)  -0.16
C (1.271, 0.990, -1.540)  -0.56
C (0.662, 1.027, -2.775)  -0.37
C (-0.135, -0.028, -3.168)  -0.53
C (-0.355, -1.083, -2.278)  -0.34
H (-1.075, -2.690, -0.236)  0.36
H (0.050, -2.029, 0.970)  0.29
H (0.611, -3.073, -0.326)  0.32
H (1.520, -0.064, 0.296)  0.49
H (1.957, 1.771, -1.241)  0.36
H (0.802, 1.866, -3.444)  0.36
H (-0.645, -0.110, -4.114)  0.37
H (-1.023, -1.881, -2.588)  0.31
C (-1.217, 0.673, 2.806)  -0.86
C (0.056, 1.503, 2.759)  -0.52
H (-1.077, -0.352, 3.160)  0.25
H (-1.940, 1.127, 3.477)  0.33
H (-1.670, 0.612, 1.814)  0.25
H (0.643, 1.200, 1.889)  0.02
H (-0.195, 2.554, 2.628)  0.28
H (0.658, 1.407, 3.657)  0.29

---

Arrangement b

DFT (the ωB97M-V functional and the def2-TZVPD basis) results for 2 unconnected molecules or ions with the total composition C9H14.

The SMILES is Cc1ccccc1.CC. The calculation puts the LUMO energy at 0.0382 Ha. Its gap between HOMO and LUMO is 10.045 eV.

Each line ends with the Mulliken charge.
Atoms and positions in Å:
C (0.054, -1.686, 1.519)  -1.50
C (-0.312, -0.220, 1.415)  1.03
C (0.532, 0.769, 1.910)  -0.57
C (0.141, 2.085, 1.853)  -0.41
C (-1.093, 2.470, 1.337)  -0.47
C (-1.943, 1.460, 0.876)  -0.50
C (-1.507, 0.139, 0.800)  -0.44
H (-0.664, -2.321, 1.012)  0.34
H (0.037, -2.042, 2.556)  0.39
H (1.078, -1.853, 1.189)  0.32
H (1.415, 0.480, 2.460)  0.39
H (0.725, 2.807, 2.419)  0.31
H (-1.409, 3.501, 1.292)  0.39
H (-2.956, 1.747, 0.621)  0.35
H (-2.141, -0.614, 0.354)  0.35
C (1.703, -0.558, -2.691)  -0.94
C (0.224, -1.064, -2.673)  -0.48
H (2.271, -0.857, -1.814)  0.27
H (2.196, -1.040, -3.530)  0.33
H (1.759, 0.497, -2.957)  0.29
H (0.347, -2.144, -2.568)  0.23
H (-0.211, -0.812, -3.631)  0.33
H (-0.246, -0.744, -1.747)  -0.03

---

Which structure loses on stability? arrangement b does.

---

Arrangement a

DFT (the ωB97M-V functional and the def2-TZVPD basis) results for 2 unconnected molecules or ions with the total composition C9H14.

The SMILES is Cc1ccccc1.CC. The calculation puts the LUMO energy at 0.0333 Ha. Its gap between HOMO and LUMO is 9.833 eV.

Each line ends with the Mulliken charge.
Atoms and positions in Å:
C (-1.530, -1.800, -1.444)  -1.37
C (-0.282, -1.606, -0.621)  0.92
C (0.982, -1.774, -1.183)  -0.47
C (2.115, -1.520, -0.420)  -0.41
C (2.026, -1.176, 0.920)  -0.47
C (0.761, -1.196, 1.490)  -0.49
C (-0.394, -1.205, 0.718)  -0.43
H (-2.328, -2.330, -0.963)  0.36
H (-1.244, -2.330, -2.355)  0.37
H (-1.906, -0.854, -1.852)  0.28
H (1.015, -1.940, -2.252)  0.30
H (3.051, -1.790, -0.894)  0.32
H (2.841, -0.852, 1.547)  0.40
H (0.598, -0.969, 2.539)  0.32
H (-1.337, -0.785, 1.018)  0.38
C (-0.586, 4.094, 0.627)  -0.74
C (-2.028, 4.112, 0.105)  -0.77
H (-0.031, 4.917, 0.169)  0.25
H (-0.453, 4.309, 1.685)  0.28
H (-0.100, 3.158, 0.366)  0.22
H (-2.795, 4.124, 0.876)  0.26
H (-2.278, 4.955, -0.529)  0.29
H (-2.174, 3.220, -0.507)  0.21

---

Arrangement b

DFT (the ωB97M-V functional and the def2-TZVPD basis) results for 2 unconnected molecules or ions with the total composition C9H14.

The SMILES is Cc1ccccc1.CC. The calculation puts the LUMO energy at 0.0380 Ha. Its gap between HOMO and LUMO is 9.993 eV.

Each line ends with the Mulliken charge.
Atoms and positions in Å:
C (-1.002, 2.610, -1.337)  -1.54
C (-0.130, 1.568, -0.683)  1.21
C (0.071, 1.667, 0.703)  -0.71
C (0.762, 0.591, 1.227)  -0.29
C (1.506, -0.280, 0.426)  -0.58
C (1.398, -0.302, -0.962)  -0.57
C (0.534, 0.655, -1.511)  -0.45
H (-0.453, 3.550, -1.462)  0.30
H (-1.859, 2.776, -0.673)  0.35
H (-1.429, 2.435, -2.313)  0.37
H (-0.423, 2.438, 1.274)  0.39
H (0.973, 0.369, 2.263)  0.34
H (1.999, -1.077, 0.974)  0.47
H (1.942, -1.037, -1.536)  0.36
H (0.259, 0.497, -2.547)  0.31
C (-1.549, -2.277, 0.503)  -0.71
C (-0.675, -3.210, 1.381)  -0.73
H (-1.975, -1.383, 0.963)  0.26
H (-0.945, -1.886, -0.314)  0.11
H (-2.400, -2.859, 0.162)  0.37
H (-0.816, -4.245, 1.081)  0.33
H (0.370, -2.945, 1.289)  0.16
H (-1.008, -3.025, 2.406)  0.22

---

Arrangement c

DFT (the ωB97M-V functional and the def2-TZVPD basis) results for 2 unconnected molecules or ions with the total composition C9H14.

The SMILES is Cc1ccccc1.CC. The calculation puts the LUMO energy at 0.0390 Ha. Its gap between HOMO and LUMO is 9.680 eV.

Each line ends with the Mulliken charge.
Atoms and positions in Å:
C (-2.607, 0.205, 3.266)  -1.37
C (-1.699, 0.432, 2.100)  1.10
C (-0.472, -0.313, 2.054)  -0.72
C (0.245, -0.141, 0.867)  -0.05
C (-0.057, 0.882, -0.157)  -0.24
C (-1.254, 1.570, -0.041)  -0.40
C (-2.108, 1.335, 1.066)  -0.48
H (-2.157, -0.452, 3.927)  0.39
H (-3.710, -0.031, 3.083)  0.29
H (-2.674, 1.280, 3.654)  0.28
H (-0.223, -1.075, 2.788)  0.28
H (1.035, -0.931, 0.562)  0.10
H (0.673, 1.013, -0.982)  0.16
H (-1.498, 2.450, -0.677)  0.32
H (-3.215, 1.543, 1.042)  0.27
C (2.053, -0.442, -3.207)  -0.60
C (2.836, -1.509, -2.353)  -0.76
H (1.268, -0.975, -3.809)  0.25
H (1.704, 0.383, -2.544)  0.06
H (2.631, 0.054, -3.976)  0.35
H (2.320, -1.863, -1.496)  0.26
H (3.056, -2.362, -3.056)  0.28
H (3.855, -1.054, -2.112)  0.23

---

Arrangement d

DFT (the ωB97M-V functional and the def2-TZVPD basis) results for 2 unconnected molecules or ions with the total composition C9H14.

The SMILES is Cc1ccccc1.CC. The calculation puts the LUMO energy at 0.0363 Ha. Its gap between HOMO and LUMO is 9.852 eV.

Each line ends with the Mulliken charge.
Atoms and positions in Å:
C (2.684, -0.316, -0.382)  -1.65
C (1.555, 0.469, 0.129)  0.60
C (1.454, 0.716, 1.539)  -0.22
C (0.332, 1.146, 2.180)  -0.64
C (-0.675, 1.555, 1.323)  -0.18
C (-0.602, 1.528, -0.077)  -0.72
C (0.544, 0.953, -0.643)  -0.17
H (3.704, -0.089, -0.249)  0.44
H (2.536, -0.585, -1.353)  0.44
H (2.575, -1.374, -0.002)  0.30
H (2.439, 0.602, 2.136)  0.24
H (0.340, 0.867, 3.208)  0.39
H (-1.578, 1.945, 1.868)  0.26
H (-1.480, 1.840, -0.652)  0.65
H (0.610, 0.907, -1.749)  0.28
C (-2.344, -0.999, -1.504)  -0.78
C (-1.345, -1.604, -0.391)  -0.52
H (-3.275, -1.391, -1.664)  0.38
H (-2.293, 0.018, -0.941)  0.00
H (-2.004, -1.048, -2.451)  0.34
H (-1.650, -1.107, 0.599)  0.19
H (-0.283, -1.349, -0.695)  -0.02
H (-1.246, -2.683, -0.226)  0.40

---

Which structure loses on stability? arrangement d does.

---

Arrangement a

DFT (the ωB97M-V functional and the def2-TZVPD basis) results for 2 unconnected molecules or ions with the total composition C9H14.

The SMILES is Cc1ccccc1.CC. The calculation puts the LUMO energy at 0.0341 Ha. Its gap between HOMO and LUMO is 9.446 eV.

Each line ends with the Mulliken charge.
Atoms and positions in Å:
C (1.229, 1.838, 0.091)  -1.39
C (1.166, 0.352, -0.085)  1.07
C (0.886, -0.293, -1.256)  -0.65
C (0.723, -1.656, -1.117)  -0.33
C (1.483, -2.415, -0.152)  -0.44
C (1.925, -1.788, 0.989)  -0.52
C (1.642, -0.390, 1.036)  -0.61
H (2.223, 2.181, -0.292)  0.35
H (1.160, 2.154, 1.133)  0.31
H (0.532, 2.499, -0.578)  0.27
H (0.676, 0.279, -2.131)  0.51
H (0.080, -2.314, -1.741)  0.32
H (1.782, -3.425, -0.301)  0.40
H (2.490, -2.334, 1.712)  0.43
H (1.529, -0.051, 2.042)  0.28
C (-2.533, 0.221, 0.681)  -0.87
C (-2.364, 1.021, -0.608)  -0.55
H (-2.005, -0.695, 0.704)  0.24
H (-2.115, 0.787, 1.584)  0.22
H (-3.477, 0.123, 1.150)  0.37
H (-1.843, 0.367, -1.346)  0.15
H (-1.873, 2.101, -0.490)  0.09
H (-3.316, 1.437, -1.022)  0.35

---

Arrangement b

DFT (the ωB97M-V functional and the def2-TZVPD basis) results for 2 unconnected molecules or ions with the total composition C9H14.

The SMILES is Cc1ccccc1.CC. The calculation puts the LUMO energy at 0.0366 Ha. Its gap between HOMO and LUMO is 9.927 eV.

Each line ends with the Mulliken charge.
Atoms and positions in Å:
C (3.583, 0.548, 0.155)  -1.31
C (2.119, 0.408, -0.073)  0.87
C (1.634, -0.722, -0.755)  -0.55
C (0.403, -0.603, -1.393)  -0.30
C (-0.407, 0.530, -1.341)  -0.65
C (0.038, 1.529, -0.481)  -0.18
C (1.264, 1.491, 0.154)  -0.61
H (3.873, 0.983, 1.125)  0.33
H (4.095, 1.217, -0.545)  0.29
H (4.086, -0.425, 0.163)  0.33
H (2.233, -1.623, -0.738)  0.33
H (0.089, -1.536, -1.862)  0.30
H (-1.420, 0.537, -1.708)  0.50
H (-0.685, 2.239, -0.083)  0.30
H (1.583, 2.125, 0.969)  0.33
C (-3.949, -1.103, 0.703)  -0.45
C (-3.332, -1.399, 2.075)  -0.78
H (-3.233, -0.631, 0.032)  -0.06
H (-4.250, -2.063, 0.263)  0.25
H (-4.857, -0.495, 0.722)  0.29
H (-3.255, -2.456, 2.308)  0.27
H (-2.331, -0.952, 2.020)  0.23
H (-3.904, -0.979, 2.910)  0.25

---

Arrangement c

DFT (the ωB97M-V functional and the def2-TZVPD basis) results for 2 unconnected molecules or ions with the total composition C9H14.

The SMILES is Cc1ccccc1.CC. The calculation puts the LUMO energy at 0.0380 Ha. Its gap between HOMO and LUMO is 10.076 eV.

Each line ends with the Mulliken charge.
Atoms and positions in Å:
C (2.502, -0.403, -0.910)  -1.40
C (1.280, 0.370, -0.484)  1.10
C (1.181, 0.827, 0.826)  -0.67
C (0.117, 1.593, 1.267)  -0.38
C (-0.867, 1.991, 0.367)  -0.57
C (-0.679, 1.693, -0.970)  -0.38
C (0.328, 0.812, -1.391)  -0.56
H (3.358, -0.269, -0.256)  0.38
H (2.874, -0.035, -1.870)  0.35
H (2.220, -1.450, -1.012)  0.27
H (2.004, 0.681, 1.523)  0.31
H (0.066, 1.974, 2.281)  0.38
H (-1.738, 2.585, 0.601)  0.43
H (-1.064, 2.335, -1.757)  0.36
H (0.300, 0.514, -2.426)  0.36
C (-1.112, -1.929, 1.145)  -0.79
C (-1.915, -1.366, -0.050)  -0.34
H (-0.184, -1.374, 1.264)  0.18
H (-1.676, -2.066, 2.063)  0.29
H (-0.735, -2.911, 0.839)  0.27
H (-2.245, -2.162, -0.687)  0.39
H (-1.250, -0.685, -0.567)  -0.21
H (-2.762, -0.725, 0.203)  0.24

---

Arrangement d

DFT (the ωB97M-V functional and the def2-TZVPD basis) results for 2 unconnected molecules or ions with the total composition C9H14.

The SMILES is Cc1ccccc1.CC. The calculation puts the LUMO energy at 0.0374 Ha. Its gap between HOMO and LUMO is 9.932 eV.

Each line ends with the Mulliken charge.
Atoms and positions in Å:
C (-0.842, -2.401, 0.803)  -1.24
C (0.328, -1.658, 0.235)  0.86
C (0.224, -0.887, -0.951)  -0.50
C (1.215, -0.065, -1.535)  -0.60
C (2.369, 0.343, -0.760)  -0.81
C (2.464, -0.395, 0.508)  -0.48
C (1.452, -1.326, 0.959)  -0.35
H (-0.703, -2.380, 2.015)  0.25
H (-1.161, -3.528, 0.719)  0.32
H (-1.889, -2.057, 0.582)  0.28
H (-0.727, -0.961, -1.429)  0.60
H (0.822, 0.353, -2.501)  0.39
H (3.008, 0.990, -1.021)  0.72
H (3.356, -0.220, 1.106)  0.34
H (1.717, -1.890, 1.901)  0.24
C (-1.755, 1.439, 0.356)  -0.54
C (-1.124, 2.544, -0.503)  -0.72
H (-1.419, 1.601, 1.395)  0.25
H (-2.735, 1.589, 0.367)  0.51
H (-1.541, 0.344, -0.053)  -0.15
H (-0.600, 3.328, 0.142)  0.20
H (-2.021, 3.086, -1.035)  0.24
H (-0.439, 2.151, -1.301)  0.19

---

Which structure loses on stability? arrangement d does.